(1)
C31H46N2O6P2Ru as an isolated structure in a non-equilibrium geometry, computed with wB97M-V/def2-TZVPD.

Geometry as XYZ:
```
88
Properties=species:S:1:pos:R:3:mulliken_charge:R:1
Ru -1.029 0.195 -0.329 -0.599
C -2.807 0.943 0.756 -0.254
C -2.858 1.105 -0.691 1.185
C -3.135 -1.172 -0.175 1.087
C -3.008 -0.455 1.060 1.398
C -2.998 -0.230 -1.258 -0.504
C -2.773 2.024 1.769 -1.923
H -2.481 2.971 1.316 0.308
H -2.055 1.764 2.561 0.402
H -3.754 2.166 2.251 0.331
C -3.067 -0.953 2.448 -0.817
H -3.011 -0.121 3.173 0.543
H -2.198 -1.614 2.651 0.029
H -3.985 -1.525 2.656 0.200
C -3.372 -2.610 -0.417 -0.853
H -4.288 -2.975 0.071 0.199
H -2.516 -3.206 -0.035 -0.008
H -3.454 -2.829 -1.496 0.529
C -3.225 -0.545 -2.689 -1.780
H -4.291 -0.736 -2.895 0.310
H -2.671 -1.453 -2.966 0.392
H -2.900 0.285 -3.318 0.336
C -2.990 2.370 -1.451 -1.594
H -4.039 2.619 -1.688 0.233
H -2.453 2.279 -2.403 0.407
H -2.575 3.203 -0.874 0.366
C 4.871 4.099 0.145 -0.229
C 3.987 5.100 0.037 -0.584
C 3.865 6.091 -1.092 -0.613
C 4.352 5.608 -2.475 -0.934
C 3.755 4.312 -2.953 -0.187
C 4.191 3.071 -2.699 -0.583
C 5.418 2.672 -1.921 -0.429
C 5.908 3.686 -0.865 -0.909
H 4.430 7.012 -0.853 0.333
H 5.447 5.568 -2.479 0.316
H 2.805 6.394 -1.155 0.301
H 6.344 4.555 -1.370 0.314
H 4.945 3.547 1.091 0.394
H 3.344 5.340 0.892 0.552
H 6.729 3.201 -0.312 0.425
H 5.206 1.703 -1.435 0.239
H 3.693 2.224 -3.188 0.515
H 6.262 2.490 -2.612 0.371
H 4.067 6.385 -3.201 0.406
H 2.916 4.453 -3.647 0.371
P 0.707 1.442 0.367 1.275
P 0.332 -0.659 -1.915 1.248
C 2.181 1.076 -0.700 -0.264
C 2.058 -0.313 -1.335 -1.186
H 3.090 1.140 -0.080 0.654
H 2.282 1.862 -1.467 -0.308
H 2.761 -0.440 -2.176 0.596
H 2.280 -1.101 -0.597 0.386
C 0.236 -2.433 -2.239 -1.069
H -0.741 -2.694 -2.669 0.301
H 0.337 -2.974 -1.285 0.104
H 1.033 -2.750 -2.934 0.452
C 0.105 0.275 -3.468 -1.440
H 1.003 0.234 -4.103 0.463
H -0.117 1.323 -3.227 0.263
H -0.753 -0.130 -4.022 0.365
C 1.191 1.032 2.069 -1.415
H 0.326 1.164 2.738 0.355
H 2.019 1.677 2.409 0.397
H 1.493 -0.026 2.125 0.341
C 0.310 3.205 0.228 -1.085
H -0.225 3.379 -0.716 0.266
H 1.215 3.833 0.249 0.150
H -0.360 3.493 1.051 0.379
O 1.007 -3.954 1.816 -0.316
C -0.203 -3.680 1.724 0.264
O -0.743 -2.696 1.122 -0.233
C -1.164 -4.672 2.408 0.485
C -2.538 -4.421 2.466 1.148
C -3.451 -5.331 3.049 -1.050
C -3.037 -6.550 3.621 -0.529
C -1.657 -6.787 3.579 -0.379
C -0.735 -5.883 3.001 -0.851
N -1.095 -8.017 4.123 0.967
O -1.842 -8.867 4.639 -0.562
O 0.147 -8.147 4.034 -0.577
N -4.847 -5.003 3.029 0.948
O -5.184 -3.914 2.497 -0.548
O -5.668 -5.796 3.531 -0.581
H -2.916 -3.497 2.036 0.376
H -3.753 -7.251 4.059 0.599
H 0.313 -6.162 3.030 0.616
```

Calculated values
**Multiplicity**: 6
**E_HOMO (alpha / beta)**: -7.2 / -10.9 eV
**Kohn-Sham gap (alpha / beta)**: 3.356 / 3.754 eV
**Net charge**: +1
**⟨S²⟩**: 8.777

(2)
C31H46NO2Ti as an isolated structure in a non-equilibrium geometry, computed with wB97M-V/def2-TZVPD.

Geometry as XYZ:
```
81
Properties=species:S:1:pos:R:3:mulliken_charge:R:1
O 0.038 0.528 -4.463 -0.355
C 1.019 1.393 -5.104 -0.428
C -0.063 2.390 -5.534 -0.861
H 1.591 0.936 -5.940 0.182
H 1.734 1.735 -4.340 0.307
C -0.940 1.625 -4.462 1.510
H -0.438 2.191 -6.543 0.342
H 0.157 3.438 -5.373 0.271
C -2.298 1.131 -4.938 -1.513
H -2.264 0.435 -5.782 0.224
H -2.925 1.978 -5.260 0.380
H -2.870 0.630 -4.142 0.307
C -1.018 2.248 -3.057 -1.077
H -0.016 2.505 -2.686 0.347
H -1.412 1.492 -2.364 -0.282
H -1.663 3.156 -2.997 0.397
Ti 0.230 -0.405 0.530 -0.412
C 1.106 1.686 1.452 -0.888
C 2.200 0.782 1.518 -0.096
C 2.447 0.263 0.219 -0.771
H 2.822 0.610 2.400 0.459
C 1.487 0.854 -0.698 -0.442
C 0.678 1.758 0.093 -0.533
H -0.056 2.458 -0.298 0.731
H 0.745 2.316 2.267 0.532
H 3.280 -0.382 -0.062 0.658
H 1.454 0.723 -1.780 0.644
C -1.746 -0.866 1.952 -0.214
C -1.770 0.470 1.458 -0.878
C -1.813 0.412 0.027 -0.603
H -1.862 1.365 2.067 0.527
C -1.708 -0.974 -0.378 -1.015
C -1.701 -1.757 0.842 -0.374
H -1.779 -2.837 0.899 0.619
H -1.861 -1.139 2.997 0.529
H -2.026 1.249 -0.625 1.101
H -1.719 -1.343 -1.401 0.689
O 0.419 -1.681 -5.993 -0.237
C -0.073 -1.160 -7.267 0.056
C 0.547 -1.885 -8.478 -0.636
H 0.219 -0.085 -7.290 -0.068
H -1.189 -1.203 -7.319 0.207
C 1.570 -2.846 -7.829 -0.464
H 1.022 -1.163 -9.156 0.274
H -0.240 -2.414 -9.028 0.258
C 1.294 -2.780 -6.328 -0.468
H 2.568 -2.468 -8.054 0.231
H 1.486 -3.857 -8.225 0.307
H 2.210 -2.636 -5.748 0.258
H 0.828 -3.710 -5.985 0.256
C 2.044 -4.893 5.537 -1.735
C 1.645 -3.598 4.872 0.131
C 1.332 -2.496 5.670 -0.603
C 0.943 -1.284 5.088 0.461
C 0.617 -0.119 5.977 -1.850
C 0.861 -1.192 3.702 -0.274
C 1.190 -2.272 2.841 1.157
C 1.591 -3.473 3.482 -0.965
N 1.092 -2.098 1.458 1.188
C 1.530 -3.159 0.522 1.542
C 3.007 -3.500 0.729 -1.508
C 0.644 -4.402 0.648 -1.577
C 1.395 -2.679 -0.926 -2.308
H 3.013 -4.811 6.052 0.331
H 1.313 -5.192 6.302 0.349
H 2.122 -5.710 4.809 0.356
H 1.386 -2.572 6.759 0.367
H -0.229 -0.352 6.636 0.355
H 1.466 0.126 6.627 0.371
H 0.362 0.773 5.397 0.297
H 0.540 -0.234 3.269 0.508
H 1.868 -4.358 2.911 0.136
H 3.233 -3.882 1.723 0.300
H 3.289 -4.268 -0.001 0.505
H 3.628 -2.612 0.562 0.231
H -0.366 -4.188 0.276 0.279
H 1.079 -5.202 0.037 0.480
H 0.544 -4.768 1.671 0.316
H 0.361 -2.402 -1.195 0.313
H 2.070 -1.846 -1.158 0.159
H 1.677 -3.512 -1.582 0.697
```

Calculated values
**ΔE to the lowest compared entry with this formula, charge and spin**: 0.00 kJ/mol
**Multiplicity**: 2
**E_HOMO (alpha / beta)**: -6.3 / -6.3 eV
**Kohn-Sham gap (alpha / beta)**: 6.867 / 6.889 eV
**⟨S²⟩**: 0.754

(3)
C31H47BiNO3P2S as an isolated structure in a non-equilibrium geometry, computed with wB97M-V/def2-TZVPD.

Geometry as XYZ:
```
86
Properties=species:S:1:pos:R:3:mulliken_charge:R:1
Bi -0.333 -0.191 -0.473 0.667
C 2.260 -0.749 0.873 0.189
C 1.864 0.386 1.650 0.912
C 0.358 -1.321 2.083 0.224
C 1.330 -1.815 1.146 0.415
C 0.699 0.035 2.401 0.389
C 3.362 -0.820 -0.118 -1.453
H 3.704 0.176 -0.427 0.315
H 3.060 -1.375 -1.022 0.262
H 4.232 -1.344 0.304 0.355
C 1.349 -3.182 0.578 -1.042
H 1.864 -3.225 -0.391 0.297
H 0.330 -3.574 0.440 0.194
H 1.877 -3.869 1.256 0.346
C -0.808 -2.083 2.584 -1.173
H -0.498 -2.731 3.416 0.324
H -1.266 -2.714 1.809 0.162
H -1.593 -1.422 2.974 0.311
C -0.085 0.924 3.291 -1.370
H 0.191 0.763 4.343 0.343
H -1.165 0.727 3.211 0.238
H 0.090 1.985 3.071 0.330
C 2.473 1.736 1.605 -1.571
H 3.146 1.895 2.458 0.300
H 1.708 2.525 1.652 0.316
H 3.066 1.883 0.696 0.353
C 0.260 4.117 -6.262 -0.264
C 1.450 4.498 -5.779 -0.543
C 1.830 5.870 -5.305 -0.576
C 0.665 6.803 -4.892 -0.977
C -0.206 6.265 -3.794 -0.209
C -1.273 5.461 -3.888 -0.610
C -1.896 4.938 -5.148 -0.364
C -0.994 4.930 -6.406 -1.022
H 2.409 6.384 -6.093 0.347
H 0.107 7.119 -5.781 0.348
H 2.513 5.775 -4.445 0.297
H -0.819 5.958 -6.744 0.351
H 0.155 3.098 -6.656 0.402
H 2.285 3.786 -5.810 0.543
H -1.585 4.442 -7.199 0.429
H -2.251 3.909 -4.971 0.174
H -1.829 5.218 -2.973 0.560
H -2.797 5.531 -5.383 0.423
H 1.136 7.713 -4.486 0.396
H 0.090 6.629 -2.802 0.365
P 0.482 1.204 -2.530 0.733
P -2.145 1.709 -0.115 0.658
C -1.036 2.225 -2.766 -0.227
C -2.316 1.880 -1.946 -1.117
H -1.256 2.146 -3.839 0.497
H -0.752 3.273 -2.594 -0.130
H -3.076 2.658 -2.094 0.647
H -2.755 0.934 -2.302 0.410
C -3.628 1.059 0.727 -0.849
H -3.388 0.951 1.799 0.284
H -3.916 0.069 0.339 0.185
H -4.493 1.736 0.644 0.472
C -1.651 3.306 0.642 -1.261
H -2.328 4.133 0.363 0.452
H -0.626 3.582 0.340 0.282
H -1.669 3.230 1.744 0.396
C 0.677 -0.091 -3.807 -1.321
H 1.457 -0.794 -3.463 0.361
H 0.961 0.294 -4.799 0.472
H -0.263 -0.658 -3.903 0.379
C 2.036 2.169 -2.390 -0.944
H 2.026 2.790 -1.477 0.318
H 2.204 2.837 -3.256 0.202
H 2.907 1.493 -2.325 0.409
O 0.194 -2.731 -2.378 -0.592
C -0.962 -2.903 -1.958 0.474
N -1.645 -1.921 -1.253 -0.261
S -3.204 -2.340 -0.765 0.850
O -3.315 -2.286 0.677 -0.544
O -4.142 -1.563 -1.545 -0.651
C -2.969 -4.005 -1.321 0.355
C -3.689 -5.127 -0.934 -0.531
C -3.275 -6.383 -1.398 -0.636
C -2.099 -6.509 -2.153 -0.472
C -1.311 -5.394 -2.423 -0.784
C -1.770 -4.136 -2.013 0.047
H -4.541 -4.994 -0.270 0.456
H -3.872 -7.262 -1.168 0.409
H -1.806 -7.488 -2.526 0.405
H -0.360 -5.439 -2.958 0.461
```

Calculated values
**ΔE to the lowest compared entry with this formula, charge and spin**: 0.00 kJ/mol
**E_HOMO**: -9.2 eV
**Kohn-Sham gap**: 5.779 eV
**Net charge**: +1

(4)
A 8-piece molecular cluster, C31H47Cl2F5N2O32PS7 overall in a non-equilibrium geometry, computed with wB97M-V/def2-TZVPD.

Geometry as XYZ:
```
127
Properties=species:S:1:pos:R:3:mulliken_charge:R:1
C 0.893 -4.554 2.139 -1.395
C 0.222 -3.173 2.259 0.572
Cl 0.889 -2.418 3.808 -0.267
C -1.314 -3.188 2.418 -0.441
Cl -1.805 -4.656 3.367 -0.183
C -2.137 -2.901 1.119 0.026
P -3.301 -4.367 0.746 0.523
N -2.602 -5.719 0.367 -1.017
C -1.337 -2.797 -0.197 0.156
O -1.706 -1.969 -1.059 -0.684
O -0.405 -3.614 -0.380 -0.653
N -3.047 -1.786 1.420 0.654
C -2.628 -0.420 1.235 -1.278
C -1.191 -0.092 1.612 0.444
C -0.906 1.380 1.291 -1.647
C -0.304 1.636 -0.093 1.215
F 0.121 0.531 -0.727 -0.297
F -1.199 2.251 -0.931 -0.345
C 0.920 2.601 -0.049 0.532
F 1.847 2.129 0.809 -0.250
F 0.566 3.847 0.256 -0.284
F 1.509 2.592 -1.259 -0.282
O -4.377 -1.999 1.067 -0.346
C -5.243 -1.793 2.110 0.293
O -4.920 -1.752 3.255 -0.533
C -6.657 -1.690 1.638 0.454
C -7.531 -0.703 2.080 -0.399
C -8.817 -0.689 1.542 -0.545
C -9.242 -1.607 0.587 -0.536
C -8.342 -2.594 0.178 -0.571
C -7.054 -2.636 0.688 -0.150
H 1.287 -4.914 3.091 0.520
H 1.743 -4.439 1.465 0.160
H 0.241 -5.301 1.691 0.201
H 0.589 -2.547 1.455 0.315
H -1.556 -2.387 3.111 0.697
H -4.088 -4.005 -0.372 0.014
H -4.183 -4.508 1.845 0.028
H -1.592 -5.618 0.416 0.336
H -2.786 -0.113 0.186 0.395
H -3.291 0.240 1.816 0.523
H -0.433 -0.745 1.183 -0.081
H -1.096 -0.186 2.702 0.325
H -0.221 1.818 2.022 0.511
H -1.818 1.982 1.342 0.349
H -7.185 0.013 2.816 0.469
H -9.497 0.096 1.866 0.356
H -10.246 -1.543 0.186 0.431
H -8.688 -3.294 -0.578 0.387
H -6.382 -3.406 0.325 0.289
C -7.815 -6.861 2.622 -0.349
C -9.130 -7.227 1.970 -0.298
O -10.116 -6.420 2.638 -0.255
S -9.436 -5.029 3.060 1.029
O -9.761 -4.048 2.087 -0.343
O -9.658 -4.817 4.446 -0.616
O -7.906 -5.454 2.845 -0.257
H -7.693 -7.355 3.589 0.281
H -6.960 -7.089 1.990 0.329
H -9.371 -8.281 2.078 0.375
H -9.128 -6.960 0.915 0.238
C 4.535 3.641 0.602 0.177
C 5.275 2.324 0.545 -0.425
O 6.658 2.693 0.469 -0.383
S 6.900 4.056 1.284 1.014
O 7.377 3.731 2.584 -0.611
O 7.569 4.966 0.438 -0.276
O 5.355 4.489 1.419 -0.361
H 4.454 4.094 -0.388 0.014
H 3.548 3.542 1.036 0.126
H 4.993 1.722 -0.313 0.358
H 5.126 1.745 1.460 0.347
C 10.813 8.291 -0.255 -0.347
C 12.153 7.622 -0.485 -0.405
O 11.937 6.256 -0.131 -0.330
S 10.414 5.839 -0.486 1.190
O 10.406 5.195 -1.751 -0.584
O 9.818 5.269 0.658 -0.461
O 9.847 7.333 -0.684 -0.238
H 10.646 8.497 0.805 0.289
H 10.707 9.212 -0.823 0.289
H 12.945 8.051 0.124 0.311
H 12.440 7.662 -1.539 0.292
C 3.888 6.882 -3.426 -0.348
C 5.235 7.001 -4.105 -0.260
O 6.133 7.396 -3.054 -0.301
S 5.653 6.743 -1.668 1.239
O 6.397 5.562 -1.427 -0.458
O 5.549 7.777 -0.702 -0.661
O 4.174 6.319 -2.140 -0.345
H 3.429 7.862 -3.275 0.295
H 3.201 6.243 -3.975 0.333
H 5.238 7.734 -4.901 0.240
H 5.568 6.041 -4.496 0.284
C 7.988 8.760 -8.096 -0.271
C 8.216 7.696 -9.148 -0.356
O 7.363 6.615 -8.754 -0.316
S 6.046 7.199 -8.053 1.060
O 5.000 7.256 -9.007 -0.560
O 5.888 6.557 -6.797 -0.439
O 6.586 8.690 -7.808 -0.318
H 8.538 8.537 -7.179 0.275
H 8.253 9.754 -8.444 0.300
H 9.250 7.366 -9.194 0.306
H 7.899 8.037 -10.137 0.295
C 4.968 -3.351 4.987 -0.372
C 6.200 -3.327 4.107 -0.379
O 6.012 -4.419 3.201 -0.320
S 4.438 -4.595 2.900 1.097
O 4.140 -3.934 1.683 -0.502
O 4.089 -5.947 3.142 -0.538
O 3.896 -3.696 4.109 -0.165
H 5.044 -4.123 5.756 0.279
H 4.773 -2.390 5.458 0.318
H 7.120 -3.455 4.670 0.311
H 6.255 -2.405 3.524 0.277
C -12.438 -8.547 -1.694 -0.300
C -13.534 -8.885 -0.706 -0.356
O -13.221 -8.112 0.457 -0.345
S -12.527 -6.731 0.015 0.988
O -13.512 -5.712 -0.014 -0.600
O -11.316 -6.591 0.742 -0.324
O -12.194 -7.151 -1.504 -0.346
H -11.517 -9.090 -1.469 0.262
H -12.730 -8.742 -2.723 0.312
H -13.565 -9.944 -0.461 0.318
H -14.513 -8.568 -1.073 0.287
```

Calculated values
**E_HOMO**: -5.0 eV
**Kohn-Sham gap**: 6.212 eV
**Net charge**: -1